Record 1
Density functional theory data (the ωB97M-V functional and the def2-TZVPD basis) for C33H51N7O4PPd as an isolated structure.

Structure (ORCA input):
```
! RIJCOSX wB97M-V def2-TZVPD def2/J DEFGRID3
* xyz -1 3
Pd 1.48365 0.14719 0.30994
C 4.40353 0.28783 2.13756
C 4.52615 -0.31964 0.77400
C 5.63739 -0.86245 0.15868
C 5.22551 -1.26961 -1.13924
C 3.88647 -0.94968 -1.24140
C 2.94834 -1.19387 -2.37888
N 3.46200 -0.37049 -0.08031
H 5.28560 0.88588 2.38038
H 4.28849 -0.47124 2.91789
H 3.53912 0.95401 2.18734
H 6.62979 -0.92613 0.58274
H 5.83077 -1.72759 -1.90950
H 3.48381 -1.18860 -3.33154
H 2.17033 -0.42541 -2.42375
H 2.43648 -2.15901 -2.29294
N -0.43545 -0.29641 0.26822
P -1.11708 -0.95167 -0.96843
N -1.00789 -0.12452 -2.42524
C -1.47347 -0.50043 -3.75222
C -2.65719 0.33865 -4.23655
C -2.35440 1.83049 -4.15305
C -1.86332 2.18068 -2.75268
C -0.67904 1.30583 -2.36945
N -0.54585 -2.48552 -1.29179
C -0.20767 -3.27699 -0.10103
C -0.85806 -4.64934 -0.17092
C -0.48763 -5.37043 -1.48780
C 0.37743 -4.48223 -2.38180
C -0.25746 -3.11164 -2.57739
N -2.73046 -1.18709 -0.54576
C -3.35716 -0.23647 0.37309
C -4.82221 -0.61224 0.59789
C -4.96964 -2.12698 0.68416
C -4.58449 -2.77568 -0.65833
C -3.64301 -1.86070 -1.44818
H -1.73688 -1.55304 -3.79017
H -0.63623 -0.35800 -4.45196
H -3.53368 0.11195 -3.62328
H -2.89777 0.04649 -5.26374
H -3.23521 2.41803 -4.42559
H -1.56898 2.08033 -4.87590
H -2.67114 2.02712 -2.02713
H -1.56606 3.23050 -2.69032
H -0.30300 1.55320 -1.38611
H 0.14809 1.48823 -3.06893
H -0.52273 -2.71898 0.77762
H 0.88016 -3.36215 -0.01456
H -1.94070 -4.51583 -0.10114
H -0.55433 -5.24095 0.69604
H -1.39486 -5.64473 -2.03498
H 0.04006 -6.30463 -1.28383
H 0.50813 -4.94115 -3.36467
H 1.37719 -4.36927 -1.95717
H -1.17593 -3.26245 -3.16169
H 0.40711 -2.48078 -3.17492
H -3.28137 0.79788 0.01055
H -2.80750 -0.27456 1.31492
H -5.44710 -0.23315 -0.21703
H -5.17474 -0.12603 1.50980
H -5.98882 -2.40251 0.96377
H -4.31363 -2.49826 1.47582
H -5.47542 -2.98301 -1.25890
H -4.09099 -3.73322 -0.47921
H -4.22837 -1.14036 -2.03692
H -3.06850 -2.44990 -2.16589
N 1.55933 -1.47928 2.29714
C 1.18195 -0.93472 3.24539
N 0.71843 -0.28975 4.30173
C 0.34104 -0.97927 5.52217
C 0.76097 -0.11616 6.70185
O 0.23328 1.19214 6.60066
C 0.68197 1.84116 5.40954
C 0.23185 1.08474 4.18096
H 0.83756 -1.94835 5.55883
H -0.74463 -1.13763 5.54417
H 1.85756 -0.07567 6.74554
H 0.38324 -0.53453 7.63546
H 1.77622 1.91116 5.41932
H 0.26147 2.84483 5.42158
H 0.60993 1.53325 3.26201
H -0.86493 1.06986 4.13880
O 3.86668 4.50876 -0.42798
C 2.73057 5.23484 -0.22638
C 2.66260 6.59002 -0.52581
C 1.49132 7.29815 -0.29216
C 0.39171 6.65526 0.25282
C 0.47723 5.30171 0.55896
C 1.63132 4.57286 0.31750
C 1.67463 3.08738 0.63255
O 1.62829 2.75935 1.82882
O 1.69245 2.33205 -0.37669
H 4.53208 5.06743 -0.83929
H 3.53217 7.08924 -0.94199
H 1.44702 8.35297 -0.53451
H -0.52336 7.20155 0.44335
H -0.37016 4.78738 0.99746
*
```

Its expectation value of S² is 2.0061. As for the HOMO energy (alpha / beta): -0.129 / -0.129 Ha. The value obtained for the LUMO energy (alpha / beta) is 2.57 / 2.53 eV. The frontier orbital gap (alpha / beta) is 6.079 / 6.035 eV.



Record 2
Density functional theory data (the ωB97M-V functional and the def2-TZVPD basis) for C33H52Cl11FIMgNO11 as an isolated structure.

Structure (ORCA input):
```
! RIJCOSX wB97M-V def2-TZVPD def2/J DEFGRID3
* xyz 0 1
C 6.28142 -3.04352 -1.48983
O 6.37816 -1.64620 -1.80852
C 5.56457 -0.90158 -0.93952
C 5.60299 0.59346 -1.27422
C 5.22012 0.83448 -2.74158
C 3.78596 1.38394 -2.87432
C 3.16286 0.78157 -4.10570
C 1.68284 1.00493 -4.33624
C 0.79081 1.11032 -3.08364
C 0.16994 -0.25209 -2.62211
C 0.98726 -1.29638 -2.26873
O 2.27346 -1.04843 -2.30011
C 0.50540 -2.50778 -1.81452
C -0.82866 -2.73677 -1.65170
C -1.22469 -4.10423 -1.14360
C -1.64034 -5.05746 -2.25379
C -0.80255 -4.96448 -3.51235
I -1.63723 -7.07496 -1.50978
C -1.73762 -1.70588 -1.93181
C -1.30103 -0.46458 -2.43484
C -2.42754 0.54276 -2.68809
O -2.52005 1.36109 -3.68410
C -3.47102 0.50748 -1.72493
C -4.04855 1.84895 -1.29155
O -3.14524 2.62442 -0.93288
O -5.26774 2.00549 -1.30126
C -3.85469 -0.68006 -1.24605
C -4.93371 -0.79573 -0.24446
C -4.39320 -1.23307 1.05675
O -3.26151 -1.65144 1.15308
C -3.18282 -1.89326 -1.66178
O -3.74488 -2.96074 -1.71557
H 6.72411 -3.59313 -2.30213
H 5.25024 -3.35341 -1.40328
H 6.83752 -3.20615 -0.55902
H 4.52643 -1.23065 -1.07058
H 5.86659 -1.09857 0.09699
H 4.92271 1.06778 -0.56860
H 6.58815 1.00521 -1.07777
H 5.91786 1.52822 -3.19313
H 5.18761 -0.12594 -3.23859
H 3.26035 0.98553 -2.00868
H 3.69710 2.45387 -2.84146
H 3.38945 -0.26720 -4.15151
H 3.68489 1.20385 -4.96289
H 1.37083 0.11741 -4.91438
H 1.47262 1.85150 -4.98733
H 1.23853 1.53455 -2.19847
H -0.02311 1.82807 -3.33860
H 2.87167 -1.76954 -2.68815
H 1.21346 -3.27790 -1.56407
H -1.98730 -4.02287 -0.37679
H -0.33702 -4.51598 -0.67108
H -2.66153 -4.87223 -2.53676
H -1.02502 -5.78898 -4.17185
H -1.06399 -4.05125 -4.04218
H 0.25487 -4.90681 -3.28524
H -5.48779 0.12964 -0.15531
H -5.65917 -1.54484 -0.57152
H -5.05249 -1.19320 1.92663
C 8.82748 -5.20435 -4.11846
Cl 8.82596 -3.46125 -4.37871
Cl 7.23864 -5.71908 -3.57657
Cl 9.23835 -6.02600 -5.63241
Cl 10.03808 -5.61322 -2.88993
O 2.89392 -1.83438 -5.82594
H 3.28255 -1.82669 -6.77060
H 2.14641 -2.43974 -5.89684
C -7.55113 1.20629 3.23960
Cl -9.28622 1.48468 3.36760
Cl -7.03081 1.40781 1.57078
Cl -6.68949 2.35761 4.26153
Cl -7.18368 -0.44427 3.78357
C 3.02745 4.97780 -0.75172
O 3.18763 3.59032 -1.04586
H 3.35062 5.55236 -1.61770
H 1.98227 5.18436 -0.55618
H 3.62783 5.26667 0.11224
H 2.89212 3.11257 -0.26478
Cl -1.44668 6.55965 3.57598
C -0.85599 7.03614 1.96329
C -0.39832 5.85408 1.15209
Cl 1.08719 5.11685 1.82253
H -0.05564 7.75795 2.10219
H -1.68257 7.52594 1.45254
H -0.16501 6.17407 0.13710
H -1.16178 5.08124 1.10156
C -4.57056 2.80959 9.37894
C -4.94530 1.35471 9.11433
C -3.86966 0.56200 8.35946
O -3.78603 0.84374 6.97610
C -3.06601 2.01402 6.63512
N -6.24125 1.31759 8.42975
H -4.69153 3.43182 8.49294
H -5.21465 3.22707 10.15137
H -3.53760 2.89760 9.72150
H -5.06863 0.86878 10.08654
H -4.12673 -0.49847 8.42370
H -2.88529 0.68331 8.83233
H -2.22033 2.17981 7.30862
H -3.71422 2.89264 6.63294
H -2.68671 1.88194 5.62164
H -6.55187 0.35344 8.35101
H -6.09233 1.60615 7.46634
O -0.38766 -1.99420 2.21631
H -0.56972 -2.16039 3.16089
H -1.16252 -1.55789 1.77964
H -0.14113 -2.81590 1.74530
F 3.93676 -3.41607 -2.90087
Mg -0.94629 0.56842 -4.23317
Cl 4.43978 -3.19435 -6.83416
*
```

As for the HOMO energy: -0.208 Ha. The value obtained for the LUMO energy is -3.66 eV. The frontier orbital gap is 2.006 eV.



Record 3
Density functional theory data (the ωB97M-V functional and the def2-TZVPD basis) for a 4-piece molecular cluster, C33H52N4O2 overall.

Structure (ORCA input):
```
! RIJCOSX wB97M-V def2-TZVPD def2/J DEFGRID3
* xyz 0 1
C 2.16691 -1.56887 1.23755
C 3.19167 -2.17438 0.22886
C 3.38686 -1.28971 -1.03987
C 3.04299 -1.99092 -2.37527
C 1.69366 -1.58753 -2.99847
C 1.61178 -0.13164 -3.49888
C 1.21659 0.93156 -2.44926
C 0.11540 0.50240 -1.46578
C -0.29072 1.61028 -0.47304
C -1.75615 2.08917 -0.61822
C -2.81135 0.95829 -0.69293
C -2.85303 0.04424 0.55377
C -2.46710 -1.42811 0.31858
C -2.96502 -2.03725 -0.97712
C -2.00988 -2.63138 -1.82330
C -2.34118 -3.21664 -3.05133
C -3.67530 -3.19475 -3.49605
C -4.59366 -2.60811 -2.64947
C -4.30117 -2.04554 -1.39524
C -5.53526 -1.53234 -0.70497
O -5.69818 -1.11234 0.39664
N -6.57738 -1.71449 -1.67729
C -6.08636 -2.41010 -2.81242
O -6.78487 -2.74317 -3.72454
H 2.63250 -1.43034 2.21596
H 1.81096 -0.58423 0.92218
H 1.27985 -2.20382 1.32769
H 4.14373 -2.18735 0.76357
H 2.94044 -3.20910 -0.01994
H 2.85470 -0.35250 -0.87850
H 4.45066 -1.02321 -1.08319
H 3.84736 -1.91513 -3.11526
H 2.96992 -3.06585 -2.15357
H 0.90055 -1.86663 -2.30079
H 1.55531 -2.22951 -3.88050
H 0.94742 -0.07892 -4.36653
H 2.61046 0.14553 -3.86288
H 0.81787 1.79198 -3.00805
H 2.07464 1.32305 -1.89408
H 0.52089 -0.33260 -0.87616
H -0.71302 0.07634 -2.04312
H 0.34713 2.47993 -0.68274
H -0.11243 1.31541 0.57153
H -2.05306 2.76041 0.19689
H -1.82530 2.63728 -1.56856
H -3.78971 1.45406 -0.76339
H -2.67571 0.43166 -1.64149
H -3.81487 0.16277 1.05246
H -2.12136 0.44175 1.26130
H -2.89243 -2.02009 1.14032
H -1.38142 -1.53921 0.38178
H -0.97862 -2.65065 -1.48993
H -1.56430 -3.65529 -3.66517
H -3.99276 -3.60580 -4.44469
H -7.01777 -0.82300 -1.87233
C -4.10264 6.66117 -0.33370
C -3.85805 5.67167 0.79978
C -2.59938 5.99057 1.61170
C -1.37670 5.84034 0.82296
N -0.41761 5.72011 0.20395
H -3.29901 6.62830 -1.07098
H -5.03421 6.42457 -0.84797
H -4.17773 7.68211 0.04594
H -3.79229 4.66065 0.39242
H -4.71621 5.68767 1.47489
H -2.54284 5.31892 2.47010
H -2.65702 7.00579 2.00882
C 9.03629 -4.23741 0.15031
C 7.87262 -5.21960 0.22342
C 6.50606 -4.52880 0.23520
C 6.29708 -3.73317 1.44354
N 6.14302 -3.10996 2.39508
H 9.07321 -3.59736 1.03316
H 9.98251 -4.77544 0.09115
H 8.95623 -3.59951 -0.73200
H 7.98073 -5.84667 1.11030
H 7.91454 -5.88365 -0.64217
H 5.71761 -5.28135 0.17475
H 6.39967 -3.88908 -0.64332
C -1.52398 3.71308 4.78629
C -1.34871 2.40020 5.53917
C -0.08597 1.64852 5.11132
C -0.17168 1.22148 3.71758
N -0.23274 0.89155 2.62006
H -1.65801 3.53622 3.71702
H -2.40640 4.24152 5.14939
H -0.66022 4.36700 4.92065
H -2.22874 1.77295 5.38553
H -1.28849 2.60334 6.60990
H 0.05281 0.77065 5.74470
H 0.79541 2.27795 5.24630
*
```

As for the HOMO energy: -0.349 Ha. Its SMILES is CCCCCCCCCCCCCc1cccc2c1C(=O)NC2=O.CCCC#N.CCCC#N.CCCC#N. The value obtained for the LUMO energy is -0.14 eV. The frontier orbital gap is 9.361 eV.



Record 4
Density functional theory data (the ωB97M-V functional and the def2-TZVPD basis) for a 5-piece molecular cluster, C33H52O17S overall.

Structure (ORCA input):
```
! RIJCOSX wB97M-V def2-TZVPD def2/J DEFGRID3
* xyz 0 1
C -3.52000 1.72739 5.10043
C -2.40506 2.46815 5.13511
C -1.04926 1.94644 4.78904
O -0.17303 1.64879 5.54903
O -0.86354 1.85369 3.43738
C -1.23828 0.54658 2.93233
C -0.59930 0.38138 1.55638
C -1.55865 0.69729 0.37918
C -0.97995 1.79908 -0.52463
C -1.25502 3.20291 0.06885
C -1.81011 4.20236 -0.97536
C -2.57243 5.28430 -0.26814
C -3.90996 5.39892 -0.25374
C -4.83005 4.43272 -0.94018
C -4.95366 3.15659 -0.14245
O -4.92933 2.06614 -0.64805
C -4.52759 6.54134 0.47283
O -5.67737 6.85184 0.24641
C -3.70788 7.30129 1.46374
S -4.58247 8.41700 2.53525
C -2.37218 7.17332 1.49963
C -1.41879 7.87091 2.43190
C -1.71370 7.62344 3.93033
C -1.25513 9.37591 2.06377
C 0.21414 9.70322 1.74357
C -1.73831 6.27825 0.47217
O -0.55181 6.36058 0.23421
H -3.56008 0.67586 5.36138
H -4.46006 2.21347 4.85838
H -2.46052 3.50668 5.45188
H -0.86606 -0.21766 3.61861
H -2.32894 0.49109 2.88358
H -0.22502 -0.63663 1.44901
H 0.25432 1.05940 1.53433
H -2.49692 1.05123 0.80758
H -1.75037 -0.19026 -0.22260
H 0.10206 1.67986 -0.59004
H -1.41951 1.74618 -1.52099
H -0.34146 3.64208 0.46811
H -1.99107 3.13894 0.87427
H -0.98560 4.67658 -1.51064
H -2.44191 3.70520 -1.70913
H -4.47659 4.15720 -1.93157
H -5.83353 4.85593 -1.02820
H -5.07797 3.23676 0.95350
H -5.04333 7.50734 3.40551
H -0.44352 7.42667 2.24029
H -0.83471 7.26115 4.46086
H -2.56193 6.96134 4.09525
H -1.99019 8.56908 4.39979
H -1.58519 10.01189 2.88229
H -1.82430 9.57200 1.15392
H 0.49854 9.31472 0.76639
H 0.85231 9.18684 2.46707
H 0.42511 10.76790 1.82869
C 4.50461 -3.54364 2.36039
O 3.44548 -2.92889 3.09755
C 3.58309 -1.61209 3.25904
O 4.49636 -0.94503 2.84815
O 2.53287 -1.16600 3.94335
C 2.53837 0.24603 4.19008
H 4.26968 -4.60249 2.30260
H 4.55988 -3.13246 1.35413
H 5.45659 -3.41250 2.87164
H 2.53067 0.79719 3.25083
H 3.40627 0.53091 4.78188
H 1.63370 0.47120 4.74416
C 7.03982 -6.19415 -0.60568
O 5.78625 -6.44059 0.03672
C 5.11056 -7.48667 -0.43697
O 5.45393 -8.20772 -1.33762
O 3.98037 -7.59657 0.25575
C 3.14213 -8.68165 -0.15852
H 7.46440 -5.32310 -0.11562
H 7.70853 -7.04384 -0.48153
H 6.89579 -5.98017 -1.66237
H 3.65629 -9.63200 -0.03072
H 2.83947 -8.55673 -1.19654
H 2.26780 -8.65001 0.48444
C 5.59887 -7.10579 -4.17306
O 4.97657 -6.36111 -5.22813
C 3.70680 -6.69144 -5.45040
O 3.07957 -7.52806 -4.85270
O 3.24436 -5.93145 -6.44167
C 1.87627 -6.17754 -6.77908
H 6.61732 -6.73446 -4.09640
H 5.08110 -6.94596 -3.23633
H 5.61834 -8.16738 -4.40872
H 1.22665 -5.97256 -5.93029
H 1.74318 -7.20425 -7.11555
H 1.63045 -5.49672 -7.58836
C -2.18661 -7.24954 -4.39684
O -3.10995 -6.15974 -4.31818
C -2.66086 -5.02386 -4.84810
O -1.58389 -4.86510 -5.36146
O -3.60546 -4.09603 -4.71082
C -3.25349 -2.81466 -5.23862
H -2.67973 -8.09812 -3.93249
H -1.95704 -7.48410 -5.43446
H -1.27098 -7.01821 -3.85594
H -3.06357 -2.87913 -6.30823
H -2.37886 -2.41642 -4.72798
H -4.10680 -2.16804 -5.05785
*
```

As for the HOMO energy: -0.354 Ha. Its SMILES is C=CC(=O)OCCCCCCC1=C(CC=O)C(=O)C(S)=C([C@H](C)CC)C1=O.COC(=O)OC.COC(=O)OC.COC(=O)OC.COC(=O)OC. The value obtained for the LUMO energy is -1.47 eV. The frontier orbital gap is 8.154 eV.